1.
C26H57N4O11S | the ωB97M-V functional and the def2-TZVPD basis

Each line ends with the Löwdin charge.
Atoms and positions in Å:
C 0.67146 -1.67095 -0.26638  0.09
C 1.07738 -0.55921 -0.48188  -0.23
N 1.47043 0.71527 -0.72020  0.04
C 0.97203 1.28408 -2.00372  -0.27
C 0.63876 2.75571 -1.81606  -0.16
C -0.32395 3.10047 -0.66586  -0.20
C -1.50594 2.14902 -0.44889  -0.22
C -2.68338 2.54174 -1.34070  -0.23
S -3.96505 1.30762 -1.37895  0.58
O -5.23014 1.96975 -1.52909  -0.30
O -3.78288 0.37804 -0.31717  -0.26
O -3.67396 0.50732 -2.71989  -0.14
C 2.04054 1.14955 -3.12749  -0.71
O 1.72537 0.42103 -4.08088  -0.04
O 3.07364 1.82466 -2.95707  -0.05
H 0.53158 -2.72151 -0.27991  0.01
H 1.17299 1.28199 0.06438  0.10
H 0.08282 0.73193 -2.31741  0.13
H 1.58419 3.27481 -1.64493  0.11
H 0.26692 3.12097 -2.77526  0.12
H 0.22991 3.20594 0.26930  0.10
H -0.72524 4.09856 -0.87231  0.11
H -1.24592 1.10672 -0.62427  0.10
H -1.83455 2.19929 0.59008  0.12
H -3.20582 3.40436 -0.92641  0.11
H -2.36757 2.75528 -2.35973  0.11
H -4.05740 0.99996 -3.45848  0.10
C 7.28217 -1.34695 -9.00816  -0.13
O 7.39132 0.00107 -8.61496  -0.20
C 6.16478 0.72708 -8.64718  -0.22
C 5.67321 1.06949 -7.25995  -0.23
N 5.23597 -0.11340 -6.54303  -0.05
C 4.89810 0.11734 -5.13140  -0.19
C 6.01409 0.57045 -4.20666  -0.21
O 7.03705 -0.40502 -3.99191  -0.18
C 8.06223 -0.43120 -4.95251  -0.13
H 8.29348 -1.74622 -9.07823  0.08
H 6.71846 -1.94782 -8.28621  0.08
H 6.79957 -1.43943 -9.98759  0.08
H 5.40331 0.15597 -9.18773  0.12
H 6.35239 1.65336 -9.19920  0.12
H 4.82252 1.75172 -7.35377  0.13
H 6.47819 1.61769 -6.74654  0.11
H 5.95984 -0.81797 -6.59932  0.06
H 4.49906 -0.81744 -4.73596  0.12
H 4.08165 0.83734 -5.06494  0.10
H 5.55489 0.75404 -3.23516  0.11
H 6.47125 1.51649 -4.52494  0.11
H 8.25410 0.56353 -5.36840  0.08
H 7.84705 -1.11617 -5.78107  0.07
H 8.97201 -0.78296 -4.46031  0.08
C -6.69295 0.37412 1.16232  -0.11
O -7.58513 0.50615 2.25980  -0.19
C -8.82196 -0.16523 2.11097  -0.23
C -8.92435 -1.32698 3.07544  -0.22
N -8.00743 -2.39669 2.71221  -0.05
C -7.87944 -3.45420 3.70584  -0.21
C -7.29653 -3.09286 5.06714  -0.24
O -5.92972 -2.74258 5.03646  -0.18
C -5.64379 -1.39028 4.72726  -0.09
H -5.85292 1.03804 1.34288  0.08
H -6.30567 -0.64505 1.06498  0.08
H -7.16951 0.66530 0.22318  0.09
H -8.95762 -0.50788 1.08037  0.12
H -9.61931 0.54977 2.33854  0.12
H -9.94593 -1.72174 3.05507  0.12
H -8.74246 -0.92818 4.08398  0.11
H -7.09297 -2.00341 2.52981  0.07
H -7.24716 -4.23570 3.27733  0.12
H -8.86966 -3.89635 3.86329  0.11
H -7.36012 -3.98471 5.69698  0.12
H -7.87753 -2.30702 5.56726  0.11
H -6.42820 -0.72170 5.09352  0.09
H -5.51494 -1.22882 3.65374  0.08
H -4.70549 -1.13498 5.21902  0.09
C 2.56955 2.49438 5.02399  -0.12
O 3.07535 1.35466 5.68600  -0.19
C 2.26166 0.86258 6.73960  -0.22
C 1.64592 -0.47218 6.38421  -0.22
N 0.64340 -0.32961 5.34099  -0.05
C 0.13722 -1.58677 4.79958  -0.20
C 1.11636 -2.49704 4.06776  -0.23
O 1.58903 -1.96433 2.85394  -0.19
C 2.70895 -1.10826 2.93207  -0.10
H 3.34686 2.84452 4.34787  0.09
H 1.67259 2.27165 4.43597  0.08
H 2.33200 3.29323 5.73436  0.09
H 1.48161 1.58739 6.99375  0.12
H 2.90365 0.73274 7.61620  0.12
H 1.16448 -0.88450 7.27734  0.12
H 2.46509 -1.15032 6.10544  0.11
H 1.03235 0.21494 4.58177  0.07
H -0.66222 -1.34133 4.09667  0.12
H -0.32052 -2.15363 5.61814  0.11
H 0.57059 -3.40724 3.80382  0.12
H 1.95716 -2.80386 4.70540  0.11
H 3.37602 -1.39134 3.75296  0.09
H 2.42007 -0.05896 3.05398  0.07
H 3.24593 -1.19205 1.98822  0.09

Results
Charge: -1
Orbital gap (eV): 6.98

2.
C28H42BN10OsS | the ωB97M-V functional and the def2-TZVPD basis

Each line ends with the Löwdin charge.
Atoms and positions in Å:
Os -0.44764 -0.38589 0.71792  1.34
C 1.33778 2.45679 4.04931  -0.03
C 1.94567 1.21575 3.36865  -0.33
C 2.29401 1.55038 1.92628  -0.11
C 0.97941 0.08261 3.62845  -0.25
C 0.73093 -0.39686 4.92117  0.03
C -0.47909 -1.04000 4.86030  0.01
N -0.91676 -1.00042 3.59186  -0.01
N -0.00474 -0.35215 2.81943  -0.11
B -2.34495 -0.99397 3.05707  -0.47
N -2.44531 -2.01267 1.90271  0.00
C -3.25567 -3.05002 1.79062  0.03
C -2.95005 -3.73461 0.62137  0.05
C -1.91917 -3.05214 0.00781  -0.18
N -1.62137 -1.96275 0.80629  -0.07
C -1.29930 -3.58366 -1.26888  -0.34
C -2.08755 -3.17056 -2.51625  -0.03
C 0.19655 -3.40132 -1.46415  -0.09
N -2.57807 0.43066 2.44663  0.01
C -3.37777 1.41479 2.82398  0.04
C -3.15692 2.53390 2.01481  0.06
C -2.18425 2.16533 1.11519  -0.22
N -1.84914 0.85329 1.36292  -0.10
C -1.49600 3.00283 0.08171  -0.37
C -0.59985 4.04256 0.76965  -0.03
C -2.50876 3.69435 -0.83470  -0.03
H 1.99370 3.31836 3.92513  0.10
H 0.36207 2.69496 3.61614  0.08
H 1.19488 2.29338 5.11509  0.09
H 2.87881 0.97494 3.88300  0.16
H 1.38787 1.65819 1.29900  0.04
H 2.81116 2.51003 1.89277  0.10
H 2.95048 0.79186 1.50544  0.04
H 1.33193 -0.22150 5.79719  0.14
H -1.07947 -1.48797 5.63546  0.15
H -3.15440 -1.23548 3.89168  0.14
H -3.99463 -3.24800 2.55112  0.16
H -3.40089 -4.64529 0.26466  0.14
H -1.45558 -4.65906 -1.15247  0.15
H -1.86389 -2.14549 -2.80996  0.05
H -1.80933 -3.82331 -3.34318  0.10
H -3.16316 -3.25971 -2.36755  0.10
H 0.45530 -2.36216 -1.66384  0.01
H 0.77769 -3.75308 -0.61273  0.07
H 0.50275 -3.98491 -2.33269  0.10
H -4.07445 1.27362 3.63640  0.16
H -3.65529 3.48530 2.09024  0.14
H -0.86001 2.33940 -0.51808  0.10
H -1.20173 4.73232 1.36169  0.10
H 0.13167 3.58193 1.43553  0.05
H -0.06762 4.62877 0.02044  0.10
H -3.13033 4.38394 -0.26240  0.10
H -1.98581 4.28099 -1.58966  0.10
H -3.16367 2.98347 -1.33501  0.08
C 4.19350 1.91679 -2.35193  0.03
C 3.86838 0.50014 -2.03235  -0.21
C 4.47537 -0.59506 -2.59998  0.08
C 4.13997 -1.87791 -2.15633  -0.22
N 3.21137 -2.04446 -1.18614  0.15
C 2.63675 -1.00174 -0.67281  -0.64
S 1.57851 -1.33598 0.72119  0.81
N 2.93109 0.25981 -1.07505  0.14
C 4.78475 -3.10115 -2.68480  0.02
H 4.59674 2.00033 -3.35823  0.11
H 4.95870 2.27528 -1.65792  0.12
H 3.32157 2.56516 -2.26107  0.10
H 5.22642 -0.45456 -3.36455  0.15
H 2.51519 1.04624 -0.58827  0.13
H 5.37493 -2.90518 -3.57563  0.10
H 4.03045 -3.86191 -2.88518  0.11
H 5.44076 -3.50851 -1.90925  0.12
C -0.76950 0.60016 -4.80601  0.04
N -1.16944 0.33149 -3.42070  -0.09
C -2.45256 0.35719 -2.94186  -0.02
C -2.37825 0.06939 -1.61724  -0.12
N -1.05349 -0.13200 -1.28120  -0.13
C -0.35700 0.03777 -2.40188  -0.15
H -1.53064 0.20600 -5.47325  0.11
H 0.17200 0.09741 -5.00992  0.10
H -0.66497 1.67118 -4.96292  0.11
H -3.29768 0.56149 -3.57727  0.15
H -3.17212 -0.02215 -0.89608  0.13
H 0.70918 -0.06694 -2.50694  0.13

Results
Charge: +3
Orbital gap (alpha / beta) (eV): 5.83 / 5.89